1.
Molecular formula: C3H3N3O
Method: DFT, ωB97M-V/def2-TZVPD

Structure (XYZ):
```
10
Properties=species:S:1:pos:R:3:mulliken_charge:R:1
O -1.0806 -0.4314 -1.7201 -0.4928
C -0.4883 -0.2369 -0.5465 0.8247
C -0.1386 -1.2416 0.3764 -0.2366
N 0.6569 -0.9627 1.3965 -0.3106
N 1.2171 0.2643 1.5022 -0.4655
C 0.7283 1.1851 0.6562 0.0690
N -0.2032 0.9912 -0.2678 -0.5771
H -1.1779 0.4665 -2.1040 0.3828
H -0.5751 -2.2248 0.2558 0.4240
H 1.0545 2.1894 0.4442 0.3821
```

SMILES: Oc1cnncn1
Energy relative to the best compared isomer or geometry (same formula, charge and spin), kcal per mole: 38.7
E_tot, Ha: -355.5781
Spin multiplicity: 1
Gap between HOMO and LUMO, eV: 10.0
E_HOMO, eV: -9.9
Molecular weight, g/mol: 97.08
LUMO, eV: 0.12

=====

2.
Molecular formula: C49H85Br28F2I3O7S
Method: DFT, ωB97M-V/def2-TZVPD

Structure (XYZ):
```
175
Properties=species:S:1:pos:R:3:mulliken_charge:R:1
C 3.4680 2.3184 -2.9261 -1.4351
C 2.2445 2.0157 -3.8201 0.4373
C 1.9912 0.4996 -3.9446 -2.3213
I 2.6986 -0.1342 -5.9136 0.1322
C 0.6576 -0.1880 -3.4634 1.0053
C 0.9480 -1.7065 -3.6971 -1.8687
C 0.2785 -2.7959 -2.8509 -0.0506
F -0.0350 -3.8652 -3.7105 -0.4029
C -0.7898 0.2664 -4.0328 2.4566
C -1.7441 -0.9714 -4.1442 -2.0839
O -2.3885 -1.3319 -2.9477 -0.0164
C -3.5819 -2.0660 -3.1435 -0.2371
C -0.6379 0.8702 -5.4746 -1.1063
I -0.1453 2.9320 -5.8981 0.2332
C -0.7409 0.1721 -6.6274 -0.0059
C -0.9708 -1.2973 -6.8612 -0.7107
I -0.5800 1.0352 -8.5762 0.0503
C -1.6227 1.2354 -3.0031 2.4814
C -1.0785 2.6831 -2.8767 -1.1395
C -1.9056 3.6039 -1.9838 -0.6508
O -1.4711 4.0686 -0.9581 -0.5077
C -3.0933 1.3951 -3.4829 -0.7409
C -3.3461 2.1999 -4.7367 -0.6866
O -3.6004 1.7268 -5.7930 -0.2858
F -3.3466 3.5406 -4.5980 -0.2839
C -1.5463 0.8085 -1.4853 -1.6212
C -2.8672 0.5345 -0.7463 -0.9972
C -2.6200 -0.4221 0.4137 0.4006
C -1.8470 0.1170 1.6466 -0.8447
O -3.2572 -0.1424 1.6006 -0.5757
O -0.6698 -0.3328 -1.2146 -0.5289
S 0.7961 -0.0242 -1.6577 1.4286
O 1.6591 -1.0403 -1.1441 -0.2743
O 1.2066 1.2985 -1.2714 -0.6577
H 3.6076 1.5722 -2.1460 -0.0721
H 4.3767 2.3451 -3.5290 0.3895
H 3.3535 3.2916 -2.4509 0.3848
H 2.5097 2.4124 -4.7954 0.9277
H 1.4119 2.6164 -3.4768 -0.5935
H 2.7567 0.0506 -3.3155 1.6707
H 2.0175 -1.8734 -3.5994 0.7303
H 0.7397 -1.9741 -4.7278 0.5726
H -0.6329 -2.5183 -2.3306 -0.0878
H 0.9800 -3.1947 -2.1225 0.3042
H -1.2866 -1.8719 -4.5333 0.6795
H -2.5063 -0.6910 -4.8768 0.5556
H -3.4613 -3.0378 -3.6333 -0.1251
H -4.3351 -1.4714 -3.6650 -0.1094
H -3.9478 -2.2772 -2.1366 0.2992
H -0.3560 -1.9708 -6.2757 0.0656
H -2.0140 -1.5563 -6.6733 -0.1759
H -0.8022 -1.5715 -7.8956 0.5591
H -1.0630 3.2616 -3.7922 -0.1471
H -0.1030 2.7412 -2.4035 0.5168
H -2.9238 3.8876 -2.2956 0.3598
H -3.7010 1.8580 -2.7034 1.1243
H -3.6171 0.4657 -3.6703 -0.0658
H -1.0977 1.5972 -0.8872 1.7705
H -3.6028 0.0340 -1.3678 0.3513
H -3.2558 1.4389 -0.2779 0.4278
H -2.4503 -1.4596 0.1459 0.4798
H -1.5445 1.0837 1.2655 0.3517
H -1.2037 -0.7394 1.8020 -0.0304
Br 1.2384 -0.7361 2.3977 -0.0255
C 1.8075 -1.5760 4.0612 -0.6483
C 0.7557 -2.5083 4.5955 -0.6252
Br -0.7147 -1.5291 5.3976 -0.1006
H 2.0453 -0.7726 4.7513 0.4304
H 2.7122 -2.1311 3.8201 0.2506
H 1.1659 -3.1253 5.3918 0.3655
H 0.3261 -3.1450 3.8287 0.3993
Br 3.6162 -5.3015 2.0088 -0.1807
C 4.9791 -3.9641 1.6325 -0.7192
C 4.4060 -2.7817 0.9003 0.1805
Br 4.0769 -3.1590 -0.9725 -0.0916
H 5.7639 -4.4613 1.0723 0.4820
H 5.3614 -3.6599 2.6046 0.4304
H 5.1144 -1.9550 0.9010 -0.0091
H 3.4593 -2.4496 1.3198 -0.1379
Br -1.6848 1.1321 10.8876 -0.1437
C -1.7351 1.8945 9.0974 -0.6192
C -1.1279 0.9537 8.0933 -0.2081
Br 0.8074 0.9495 8.2321 -0.0756
H -1.2169 2.8470 9.1478 0.3642
H -2.7878 2.0663 8.8834 0.3876
H -1.3518 1.2726 7.0771 0.3902
H -1.4561 -0.0724 8.2300 -0.0742
Br -7.2476 -0.8090 -3.7908 -0.1322
C -7.4615 -0.1334 -5.6026 -0.5940
C -6.8505 -1.0452 -6.6328 -0.6251
Br -4.9119 -0.8939 -6.6670 0.0044
H -7.0201 0.8581 -5.6174 0.3402
H -8.5358 -0.0568 -5.7545 0.3828
H -7.1807 -0.7506 -7.6265 0.3895
H -7.0847 -2.0923 -6.4678 0.3510
Br 5.8927 2.5238 3.1740 -0.1784
C 4.4461 2.2121 1.9155 -0.5588
C 4.6005 0.8869 1.2221 -0.0100
Br 5.9933 0.9381 -0.1431 -0.1381
H 4.4462 3.0473 1.2223 0.4279
H 3.5308 2.2268 2.5032 0.3554
H 3.6848 0.6247 0.6918 -0.3308
H 4.8649 0.0895 1.9092 0.4946
Br 1.5204 -5.1747 -10.6533 -0.1295
C 0.1473 -3.9048 -11.1825 -0.5103
C 0.7159 -2.5400 -11.4640 -0.6183
Br 1.1649 -1.5838 -9.8287 -0.0381
H -0.5856 -3.8876 -10.3820 0.2440
H -0.3037 -4.3218 -12.0804 0.3647
H -0.0267 -1.9206 -11.9633 0.3257
H 1.6190 -2.5779 -12.0647 0.3797
Br 3.3759 1.8024 -10.7100 -0.1050
C 1.9922 3.0999 -11.1314 -0.4336
C 2.5624 4.4675 -11.3951 -0.5913
Br 3.0938 5.3538 -9.7486 -0.1338
H 1.2955 3.0939 -10.2979 0.1611
H 1.4975 2.7171 -12.0219 0.3338
H 1.8089 5.1121 -11.8424 0.3663
H 3.4396 4.4357 -12.0330 0.3729
Br 8.2401 4.5315 0.9198 -0.1281
C 9.7790 3.3507 0.8584 -0.5767
C 9.5691 2.1389 1.7279 -0.2469
Br 9.7716 2.5580 3.6163 -0.1339
H 10.6423 3.9380 1.1538 0.3999
H 9.8801 3.0532 -0.1831 0.3379
H 10.3223 1.3831 1.5157 0.3610
H 8.5772 1.7120 1.6076 -0.0268
Br -0.1312 -2.8350 10.1317 -0.0500
C -1.6501 -3.2235 8.9772 0.4894
C -1.6408 -4.6478 8.4911 -0.4873
Br -0.3088 -4.8996 7.0952 -0.1610
H -1.6034 -2.5133 8.1563 -0.0967
H -2.5345 -3.0306 9.5839 -0.3642
H -2.5970 -4.8951 8.0345 0.4188
H -1.4166 -5.3632 9.2740 0.3029
Br -0.1499 5.6172 -4.0687 0.0972
C -0.1921 7.0209 -2.7094 -0.7813
C -0.0124 8.3914 -3.3052 -0.6268
Br 1.8379 8.7240 -3.8019 -0.1538
H 0.5792 6.7738 -1.9873 0.4273
H -1.1693 6.9356 -2.2386 0.3629
H -0.2607 9.1589 -2.5757 0.4049
H -0.6075 8.5359 -4.2011 0.3492
Br -1.7260 5.4807 11.0111 -0.1443
C -0.9893 5.4640 12.8123 -0.5893
C -1.0908 4.1043 13.4489 -0.3585
Br -2.9049 3.7192 14.0388 -0.1242
H -1.5189 6.2271 13.3729 0.3815
H 0.0532 5.7526 12.6985 0.3553
H -0.4787 4.0612 14.3470 0.3526
H -0.8032 3.3041 12.7738 0.1170
Br 2.8972 1.5495 12.3681 -0.1652
C 1.8943 -0.0497 11.8931 -0.1150
C 2.7919 -1.2386 11.6721 -0.5003
Br 3.7085 -1.1453 9.9603 -0.1318
H 1.3103 0.1992 11.0122 -0.1239
H 1.2265 -0.2322 12.7324 0.3596
H 2.1948 -2.1472 11.6308 0.1747
H 3.5586 -1.3422 12.4329 0.4282
Br -5.5973 -5.3908 -7.2787 -0.1335
C -3.7440 -5.8845 -7.6064 -0.5017
C -3.0059 -6.1709 -6.3261 -0.7147
Br -2.5680 -4.5314 -5.3779 0.0452
H -3.2991 -5.0679 -8.1657 0.2415
H -3.7856 -6.7750 -8.2295 0.3766
H -2.0530 -6.6524 -6.5348 0.3663
H -3.5805 -6.7852 -5.6407 0.3858
Br -2.5917 -5.6206 12.1406 -0.1202
C -4.3187 -4.9888 12.7679 -0.5673
C -5.2741 -4.7409 11.6323 -0.5989
Br -4.8521 -3.0945 10.6840 -0.1413
H -4.1293 -4.0946 13.3526 0.3720
H -4.6992 -5.7752 13.4158 0.3503
H -6.2844 -4.6051 12.0116 0.3403
H -5.2675 -5.5373 10.8955 0.3714
```

E_tot, Ha: -76007.9623
Spin multiplicity: 1
Gap between HOMO and LUMO, eV: 8.0
E_HOMO, eV: -8.3
Molecular weight, g/mol: 3474.30
LUMO, eV: -0.28

=====

3.
Molecular formula: C9H17N3O7
Method: DFT, ωB97M-V/def2-TZVPD

Structure (XYZ):
```
36
Properties=species:S:1:pos:R:3:mulliken_charge:R:1
O 1.4559 1.4202 -3.6167 -0.5457
O -0.2822 0.7047 -0.3642 -0.3032
O -1.2585 -1.4206 -0.9698 -0.3319
O -1.3339 -0.5083 1.2401 0.0941
O 2.3022 0.8233 -1.5877 -0.2562
O -0.6264 0.2463 3.8721 -0.5817
O -4.2162 -0.9691 1.2142 -0.5890
C 1.4046 0.7264 -2.6047 0.2779
C 0.0754 -1.1400 -3.5183 -1.2972
C 0.3563 -0.2574 -2.4640 0.8003
N -0.3055 -0.3753 -1.2514 0.4391
N -0.1343 0.1850 0.9120 0.1727
N -1.4525 -1.6766 0.4099 -0.0670
C 3.8029 2.0243 -0.2143 -0.8925
C 3.1552 1.9583 -1.5585 -0.2580
C 0.5404 0.5417 3.1690 -0.4914
C -3.9428 -1.9622 0.2435 -0.4065
C 0.2208 1.2093 1.8912 -0.6099
C -2.5846 -2.6063 0.6279 -0.5592
H -1.2472 -0.2197 3.3030 0.3615
H -3.4524 -0.3515 1.2499 0.3677
H -0.6276 -1.9088 -3.4453 0.4190
H 0.6654 -1.0932 -4.4661 0.2548
H 4.5786 1.2871 -0.0618 0.3270
H 4.2074 3.0151 -0.0922 0.3610
H 3.0811 1.8136 0.5730 0.0843
H 3.9259 1.8186 -2.2975 0.2956
H 2.6145 2.8961 -1.7747 0.3301
H 1.1245 1.1961 3.8460 0.3713
H 1.1220 -0.3847 3.0186 0.2965
H -3.8924 -1.4798 -0.7388 0.2756
H -4.7066 -2.7387 0.2491 0.3880
H 1.0825 1.7602 1.5724 0.3528
H -0.6122 1.9144 2.0149 0.2997
H -2.6260 -2.9692 1.6456 0.3036
H -2.4141 -3.4792 -0.0263 0.3167
```

SMILES: C=C(C(=O)OCC)N1ON(CCO)ON(CCO)O1
Energy relative to the best compared isomer or geometry (same formula, charge and spin), kcal per mole: 325.5
E_tot, Ha: -1043.6591
Spin multiplicity: 1
Gap between HOMO and LUMO, eV: 8.7
E_HOMO, eV: -8.1
Molecular weight, g/mol: 279.25
LUMO, eV: 0.64

=====

4.
Molecular formula: C4H15N2O2
Method: DFT, ωB97M-V/def2-TZVPD

Structure (XYZ):
```
23
Properties=species:S:1:pos:R:3:mulliken_charge:R:1
C -0.1176 0.6260 -1.1869 -0.3734
C -0.5784 0.4510 0.2061 -0.7440
C 0.1417 -0.7460 1.0216 -0.5968
C 1.2994 -0.4924 1.6691 0.3873
N 1.8250 -1.4544 2.4571 -0.4171
N -0.7710 -0.4176 -2.1044 -0.3038
H 1.0570 0.7011 -1.0456 0.3141
H -0.2692 1.6438 -1.8200 0.3019
H -0.3091 1.4465 0.7487 0.3047
H -1.6282 0.2111 0.2129 0.3754
H -0.6334 -1.6487 1.0749 0.1860
H 1.8785 0.4604 1.6323 -0.0068
H 1.3070 -2.1094 2.8921 0.1988
H 2.6916 -1.3773 3.0066 0.2213
H -0.8643 -1.3427 -1.6778 0.3266
H -1.6684 -0.0714 -2.4069 0.3846
H -0.1694 -0.7175 -2.9508 0.3699
H 2.5289 1.7278 2.3089 0.4103
H 3.3431 2.8221 1.2738 0.3247
O 2.5268 2.5273 1.7002 -0.6479
H -3.9423 -1.3191 -2.9112 0.3068
H -4.1238 -0.2867 -1.6939 0.3280
O -3.5238 -0.6341 -2.4067 -0.6507
```

Energy relative to the best compared isomer or geometry (same formula, charge and spin), kcal per mole: 77.0
Charge: +1
E_tot, Ha: -421.0708
Spin multiplicity: 1
Gap between HOMO and LUMO, eV: 8.3
E_HOMO, eV: -11.3
Molecular weight, g/mol: 123.18
LUMO, eV: -3.08

=====

5.
Molecular formula: C20H29N3O3S
Method: DFT, ωB97M-V/def2-TZVPD

Structure (XYZ):
```
56
Properties=species:S:1:pos:R:3:mulliken_charge:R:1
C -0.3235 2.0203 -5.2620 -1.3714
C 0.4243 2.5427 -4.0443 -0.3879
C 1.3988 1.5303 -3.4453 -0.1003
C 2.2896 2.1544 -2.3560 -1.1805
C 1.4885 2.8233 -1.2466 0.4301
O 1.1659 3.9939 -1.3801 -0.6675
N 1.0820 2.1052 -0.1566 0.4606
C 0.3220 2.8420 0.8449 -1.1940
C 1.6650 0.8339 0.2552 -0.1199
C 0.6098 -0.1793 0.7225 -2.0117
N 0.6661 -0.1325 2.1852 0.1869
C -0.1777 -0.7417 3.0518 0.4339
O -0.0441 -0.6178 4.2621 -0.7144
C -1.2627 -1.5727 2.4557 -0.4866
C -2.1475 -2.1553 3.2592 -0.3885
C -3.2383 -2.9924 2.8016 0.5027
C -4.2193 -3.6487 3.4693 -0.8463
C -4.9664 -4.2890 2.4433 0.8724
C -6.1848 -5.1404 2.5763 -1.0845
N -4.4600 -4.0355 1.2681 -0.6395
O -3.3693 -3.2131 1.4838 -0.0703
C 1.7830 0.6529 2.6998 -1.1812
C 2.5947 0.9478 1.4575 0.5657
C 4.0033 0.4370 1.3317 -0.6081
C 3.7314 1.9126 1.4585 -0.7546
S 0.5458 0.0323 -2.8228 0.0564
C 0.8221 -1.1066 -4.1956 -0.9867
H -0.9626 2.7964 -5.6831 0.3990
H 0.3674 1.6977 -6.0452 0.3288
H -0.9612 1.1757 -4.9969 0.2849
H 0.9897 3.4417 -4.3066 0.3966
H -0.2867 2.8532 -3.2760 0.2932
H 2.0667 1.1695 -4.2322 0.6296
H 3.0057 1.4166 -1.9987 0.3906
H 2.8531 2.9678 -2.8136 0.4777
H -0.3827 3.5019 0.3484 0.3808
H -0.2243 2.1430 1.4749 0.4646
H 0.9774 3.4546 1.4701 0.2722
H 2.1865 0.4192 -0.5975 0.8151
H -0.3748 0.0892 0.3393 0.5478
H 0.8586 -1.1762 0.3506 0.5136
H -1.3228 -1.7055 1.3840 0.6035
H -2.0562 -2.0034 4.3284 0.4435
H -4.3870 -3.6744 4.5318 0.3512
H -6.2005 -5.6380 3.5443 0.3187
H -7.0856 -4.5312 2.4938 0.2417
H -6.2107 -5.8914 1.7897 0.3404
H 1.4147 1.5590 3.1897 0.3041
H 2.3362 0.0832 3.4477 0.4768
H 4.4304 -0.0743 2.1838 0.2899
H 4.3199 0.0644 0.3659 0.2351
H 3.8613 2.5328 0.5801 0.2147
H 3.9804 2.3948 2.3944 0.2964
H 0.3776 -2.0577 -3.9075 0.3788
H 0.3439 -0.7563 -5.1076 0.3019
H 1.8870 -1.2559 -4.3687 0.2942
```

SMILES: CC[C@@H](CC(=O)N(C)[C@@H]1CN(C(=O)/C=C/c2cc(C)no2)CC12CC2)SC
Energy relative to the best compared isomer or geometry (same formula, charge and spin), kcal per mole: 61.0
E_tot, Ha: -1567.6294
Spin multiplicity: 1
Gap between HOMO and LUMO, eV: 8.8
E_HOMO, eV: -8.8
Molecular weight, g/mol: 391.54
LUMO, eV: -0.06

=====

6.
Molecular formula: C4H6N2
Method: DFT, ωB97M-V/def2-TZVPD

Structure (XYZ):
```
12
Properties=species:S:1:pos:R:3:mulliken_charge:R:1
N 1.6594 -0.6025 0.6351 -0.6081
C 0.2829 1.1456 0.0459 -0.5219
C 0.9509 -0.0672 -0.4536 0.1436
C -0.3681 -0.7940 -0.7179 -0.3243
N -1.2470 -0.7090 0.3771 -0.4103
C -1.0471 0.7084 0.1268 -0.3145
H 0.9795 -0.8464 1.3588 0.2622
H 0.6657 2.1526 0.1627 0.3912
H 1.5595 0.0599 -1.3537 0.3829
H -0.6561 -1.4029 -1.5739 0.3472
H -0.8446 -0.9788 1.2737 0.2553
H -1.9349 1.3342 0.1190 0.3966
```

Energy relative to the best compared isomer or geometry (same formula, charge and spin), kcal per mole: 143.2
E_tot, Ha: -265.3074
Spin multiplicity: 1
Gap between HOMO and LUMO (spin up / spin down), eV: 9.2 / 7.5
E_HOMO (spin up / spin down), eV: -9.2 / -7.6
Molecular weight, g/mol: 82.11
LUMO (spin up / spin down), eV: -0.03 / -0.12

=====

The highest E_tot belongs to which entry?
C4H6N2

=====

What is the molecular weight in the first record?
97.08 g/mol

=====

Copy entry 4 word for word.
Molecular formula: C4H15N2O2
Method: DFT, ωB97M-V/def2-TZVPD

Structure (XYZ):
```
23
Properties=species:S:1:pos:R:3:mulliken_charge:R:1
C -0.1176 0.6260 -1.1869 -0.3734
C -0.5784 0.4510 0.2061 -0.7440
C 0.1417 -0.7460 1.0216 -0.5968
C 1.2994 -0.4924 1.6691 0.3873
N 1.8250 -1.4544 2.4571 -0.4171
N -0.7710 -0.4176 -2.1044 -0.3038
H 1.0570 0.7011 -1.0456 0.3141
H -0.2692 1.6438 -1.8200 0.3019
H -0.3091 1.4465 0.7487 0.3047
H -1.6282 0.2111 0.2129 0.3754
H -0.6334 -1.6487 1.0749 0.1860
H 1.8785 0.4604 1.6323 -0.0068
H 1.3070 -2.1094 2.8921 0.1988
H 2.6916 -1.3773 3.0066 0.2213
H -0.8643 -1.3427 -1.6778 0.3266
H -1.6684 -0.0714 -2.4069 0.3846
H -0.1694 -0.7175 -2.9508 0.3699
H 2.5289 1.7278 2.3089 0.4103
H 3.3431 2.8221 1.2738 0.3247
O 2.5268 2.5273 1.7002 -0.6479
H -3.9423 -1.3191 -2.9112 0.3068
H -4.1238 -0.2867 -1.6939 0.3280
O -3.5238 -0.6341 -2.4067 -0.6507
```

Energy relative to the best compared isomer or geometry (same formula, charge and spin), kcal per mole: 77.0
Charge: +1
E_tot, Ha: -421.0708
Spin multiplicity: 1
Gap between HOMO and LUMO, eV: 8.3
E_HOMO, eV: -11.3
Molecular weight, g/mol: 123.18
LUMO, eV: -3.08

=====

Which formula does entry 6 have?
C4H6N2